Below is a cluster of 2 separate species, C4H10S2 in total, with properties calculated with ωB97M-V/def2-TZVPD.

Computed properties:
Multiplicity: 1
HOMO energy: -8.4937 eV
Maximum force: 2.30 eV/A
HOMO-LUMO gap: 5.105 eV
LUMO energy: -3.39 eV
Electronic energy: -25976.362 eV

Last column: Mulliken charge in e.
CARTESIAN COORDINATES (ANGSTROEM)
C1 0.0771 1.0068 -0.0651  -0.220
C2 -1.0409 1.9476 -0.5640  -1.271
C3 0.4020 -0.0683 -1.0555  -0.696
S1 -0.9575 -1.3065 -1.1247  -0.114
S2 1.7556 -0.7525 1.5392  -0.111
C4 0.4876 -2.0082 1.3717  -0.726
H1 -0.3614 0.4344 0.7699  0.310
H2 0.9209 1.5270 0.3797  0.388
H3 -0.7173 2.2693 -1.5629  0.309
H4 -1.3106 2.8447 -0.0168  0.355
H5 -1.9030 1.3068 -0.7586  0.292
H6 1.2840 -0.6818 -0.7810  0.238
H7 0.5282 0.2777 -2.0883  0.397
H8 0.7730 -2.7844 2.0866  0.346
H9 0.5602 -2.4483 0.3652  0.185
H10 -0.4981 -1.5643 1.5046  0.318